ORCA calculation (ωB97M-V/def2-TZVPD) on a molecular structure, C29H22N3OS3Tl.

Computed properties:
Energy above the lowest of the compared OMol25 structures with the same formula, charge and spin = 0.0928 eV
Orbital gap = 7.436 eV
Spin multiplicity = 1

```
59
C29H22N3OS3Tl, DFT ωB97M-V/def2-TZVPD
Tl 0.72753 0.75132 1.29380
C -0.87777 3.81272 1.40252
C -1.57081 2.50049 1.18675
N -1.54369 1.64893 2.14543
N -2.40635 0.56756 2.04972
C -1.97624 -0.62000 2.24548
S -0.32189 -1.20093 2.40422
S -3.23268 -1.89314 2.43196
C -3.97263 -1.89331 0.78366
C -3.15225 -2.36544 -0.40324
C -3.64773 -2.07459 -1.67317
C -2.99536 -2.51451 -2.81594
C -1.81205 -3.23542 -2.70657
C -1.30201 -3.51856 -1.44495
C -1.97302 -3.09378 -0.30015
C -2.12778 2.20030 -0.14239
C -3.25203 2.85682 -0.64535
C -3.73155 2.57646 -1.91302
C -3.03993 1.64619 -2.69229
C -1.90829 1.01383 -2.21591
C -1.42310 1.25939 -0.92194
O -0.31597 0.62749 -0.53877
H -0.62769 3.95438 2.45234
H 0.03158 3.87943 0.79545
H -1.53050 4.62022 1.06437
H -4.83180 -2.55718 0.91095
H -4.35278 -0.89009 0.60549
H -4.55908 -1.49080 -1.76732
H -3.40659 -2.28474 -3.79287
H -1.29143 -3.56948 -3.59745
H -0.37374 -4.07068 -1.34365
H -1.57024 -3.32689 0.67974
H -3.76289 3.58146 -0.01744
H -4.61704 3.07178 -2.29109
H -3.39180 1.41406 -3.69225
H -1.37022 0.29616 -2.82536
S 5.20497 -0.56529 0.33338
C 4.33765 -1.34618 -0.95576
C 4.81214 -2.17852 -1.97094
C 3.89322 -2.67271 -2.87663
C 2.53086 -2.34793 -2.78173
C 2.06071 -1.52304 -1.77935
C 2.98661 -1.02640 -0.86087
N 2.68897 -0.19454 0.21965
C 3.72381 0.11675 0.92134
C 3.60794 1.00012 2.11686
C 4.69304 1.21317 2.96330
C 4.55179 2.01722 4.08449
C 3.32552 2.60718 4.36383
C 2.23637 2.38926 3.52597
C 2.37579 1.59953 2.39516
H 5.86358 -2.42708 -2.05057
H 4.23228 -3.32244 -3.67422
H 1.83659 -2.75268 -3.50892
H 1.01232 -1.24935 -1.68690
H 5.64930 0.73918 2.75600
H 5.39518 2.17433 4.74627
H 3.21081 3.22770 5.24639
H 1.28038 2.84229 3.76250
```

***

ORCA calculation (ωB97M-V/def2-TZVPD) on C8H8O2 in the gas phase.

Computed properties:
SMILES string = COC1=C[C@H]2[C@@H](C=C=O)[C@@H]12
Energy above the lowest of the compared OMol25 structures with the same formula, charge and spin = 4.1598 eV
Orbital gap = 9.014 eV
Spin multiplicity = 1

```
18
C8H8O2, DFT ωB97M-V/def2-TZVPD
C 1.51444 1.84888 -0.65775
O 0.99377 1.63354 0.60678
C 0.57235 0.40755 0.93974
C -0.49613 -0.04886 1.67190
C -0.25462 -1.52337 1.17487
C -0.43959 -1.52627 -0.35659
C -1.45711 -0.66401 -1.06310
C -1.97532 0.47925 -0.60193
O -2.38770 1.52838 -0.22315
C 0.83883 -0.86540 0.24943
H 2.32228 1.20978 -0.84254
H 1.87697 2.83410 -0.55100
H 0.77638 1.73631 -1.35311
H -1.21839 0.44064 2.30369
H -0.12574 -2.47652 1.79405
H -0.42201 -2.60080 -0.81357
H -1.87205 -1.13976 -2.02744
H 1.75363 -1.27345 -0.25031
```

***

ORCA calculation (ωB97M-V/def2-TZVPD) on C4H8O3 in the gas phase.

Computed properties:
SMILES string = COC(=O)[C@@H](C)O
Energy above the lowest of the compared OMol25 structures with the same formula, charge and spin = 0.7821 eV
Orbital gap = 11.286 eV
Spin multiplicity = 1

```
15
C4H8O3, DFT ωB97M-V/def2-TZVPD
C 2.47454 0.03032 0.34467
O 1.10996 0.26762 0.68618
C 0.21052 -0.52695 0.10408
O 0.47323 -1.51301 -0.54763
C -1.19950 0.00177 0.28054
C -1.53345 0.86386 -0.93998
O -2.09660 -1.06902 0.42918
H 2.75872 -1.00552 0.53608
H 3.05165 0.71355 0.96684
H 2.62269 0.25583 -0.71393
H -1.23898 0.60352 1.19259
H -0.82802 1.69507 -1.05046
H -2.54405 1.26685 -0.83746
H -1.49173 0.24910 -1.84608
H -1.78048 -1.76854 -0.16255
```

***

ORCA calculation (ωB97M-V/def2-TZVPD) on a molecular structure, C61H39F4N7O8PS2Ti.

Computed properties:
Energy above the lowest of the compared OMol25 structures with the same formula, charge and spin = 1.6859 eV
Net charge = -1
Orbital gap = 3.692 eV
Spin multiplicity = 1

```
123
C61H39F4N7O8PS2Ti, DFT ωB97M-V/def2-TZVPD
Ti 0.18686 -0.62559 0.68929
O -1.11464 -1.04009 4.43429
C -1.20244 -0.99039 3.21699
O -0.15094 -0.90299 2.45699
C -2.52824 -1.05129 2.51829
C -3.68194 -1.31729 3.23679
C -4.90994 -1.42419 2.56169
C -4.97164 -1.37329 1.18109
C -3.81804 -1.14589 0.43969
C -2.57524 -0.87069 1.11119
O -1.55394 -0.42619 0.45769
N -3.86674 -1.22029 -0.94661
O -4.95284 -1.42099 -1.50821
O -2.80674 -1.10969 -1.60871
N -6.10624 -1.60589 3.30979
O -7.15694 -1.75149 2.70099
O -6.02744 -1.58519 4.52839
H -3.64504 -1.44879 4.30879
H -5.90764 -1.51589 0.66119
C -0.29524 1.95021 2.97109
C 1.15796 1.59421 2.93079
C 1.98986 2.10921 3.94529
C 3.32016 1.80581 3.96089
C 3.83716 0.96241 2.95889
C 5.18886 0.57591 2.92609
C 5.63706 -0.28719 1.95889
C 4.76256 -0.78739 0.99809
C 3.42436 -0.43019 0.99419
S 2.36816 -1.06319 -0.22071
C 2.92806 0.46511 1.98189
N 1.61236 0.80291 1.97419
H -0.41714 3.03131 3.04719
H -0.80204 1.57811 2.07639
H -0.74874 1.49791 3.85559
H 1.54576 2.73241 4.70629
H 3.97196 2.16861 4.74179
H 5.84856 0.95161 3.69179
H 6.67456 -0.58549 1.93309
H 5.10246 -1.48349 0.24509
C 0.53176 5.85321 1.31209
C -0.64434 5.61501 0.62219
C -0.85354 4.40361 -0.01221
C 0.10596 3.39921 0.04589
C 1.30916 3.66941 0.69159
C 1.51586 4.87841 1.33009
P -0.11484 1.71411 -0.69741
C -1.88334 1.82881 -1.14211
C -2.37514 1.52701 -2.40251
C -3.73904 1.55231 -2.64101
C -4.62704 1.85421 -1.62501
C -4.14744 2.12921 -0.35271
C -2.78804 2.11501 -0.11481
C 0.86666 2.16661 -2.18871
C 0.41366 2.98521 -3.21711
C 1.28316 3.38091 -4.21881
C 2.61006 2.98651 -4.20101
C 3.07496 2.20181 -3.16001
C 2.20836 1.79901 -2.16051
H 0.68036 6.79311 1.82499
H -1.41524 6.37071 0.58329
H -1.78114 4.24331 -0.54041
H 2.08476 2.91491 0.70179
H 2.44296 5.05151 1.85699
H -1.69374 1.23811 -3.18491
H -4.10714 1.30201 -3.62291
H -5.68944 1.84111 -1.81161
H -4.83684 2.34101 0.45329
H -2.42354 2.31981 0.88529
H -0.61274 3.31961 -3.23581
H 0.92696 4.02101 -5.01231
H 3.28316 3.30381 -4.98531
H 4.11556 1.91441 -3.11451
H 2.57046 1.18471 -1.34461
F -1.12294 -4.50669 5.43869
C -0.05834 -3.74689 5.13929
C 0.64356 -3.17219 6.17199
F 0.23996 -3.42349 7.42709
C 1.75936 -2.32119 5.96559
C 2.13056 -2.16549 4.60909
C 1.43386 -2.74899 3.58499
F 1.89456 -2.55159 2.31789
C 0.28366 -3.54249 3.78389
C -0.51404 -3.99689 2.68379
C -0.34994 -3.37849 1.46779
N -0.16614 -2.75199 0.49679
C -1.51444 -4.97019 2.80249
N -2.30264 -5.80529 2.84779
F 3.22876 -1.45159 4.29789
C 2.44916 -1.67719 7.01739
C 2.17276 -1.89899 8.37249
N 2.02446 -2.04919 9.50419
C 3.46766 -0.74159 6.80949
N 4.29296 0.05671 6.71219
O -0.08594 -0.82589 -1.74701
S -0.69934 -2.14319 -2.06471
C 0.81566 -3.20259 -2.48401
C 1.57176 -2.75119 -3.67511
C 1.54116 -3.46029 -4.87491
C 2.20786 -2.99059 -5.99411
C 2.91816 -1.80359 -5.93401
C 2.96816 -1.09699 -4.74321
C 2.30406 -1.56659 -3.62451
C -1.42734 -2.22579 -3.80231
C -1.60784 -0.98099 -4.59011
C -2.87254 -0.61729 -5.04301
C -3.03444 0.48021 -5.86951
C -1.93764 1.23581 -6.25011
C -0.67774 0.88851 -5.79231
C -0.51364 -0.20819 -4.96651
H 0.42136 -4.21119 -2.59121
H 1.41726 -3.13329 -1.57821
H 1.00396 -4.39769 -4.93401
H 2.16866 -3.55109 -6.91831
H 3.43106 -1.43229 -6.81001
H 3.51066 -0.16419 -4.68461
H 2.33476 -1.00879 -2.70301
H -2.39484 -2.68429 -3.60511
H -0.80484 -2.92069 -4.36101
H -3.73194 -1.19899 -4.74311
H -4.02114 0.74201 -6.22581
H -2.06234 2.08661 -6.90361
H 0.18776 1.46731 -6.08091
H 0.46856 -0.46309 -4.60451
```

***

no.,HOMO (eV)
1,-7.87
2,-8.18
3,-10.46
4,-3.56